1.
Density functional theory data (wB97M-V/def2-TZVPD) for a molecular structure, C31H58CaN5OS2SbSi in a non-equilibrium geometry.

```
! wB97M-V def2-TZVPD RIJCOSX def2/J DEFGRID3
* xyz 0 1
Ca 0.24 -0.17 0.22
N -1.53 1.31 0.43
C -2.69 1.28 1.32
C -3.61 0.12 0.95
C -2.93 -1.24 1.14
N -2.01 -1.54 0.04
H -0.93 2.10 0.69
H -1.84 1.51 -0.52
H -3.25 2.22 1.29
H -2.33 1.13 2.34
H -3.93 0.23 -0.09
H -4.49 0.17 1.59
H -3.70 -2.02 1.25
H -2.35 -1.22 2.06
H -2.55 -1.76 -0.79
H -1.48 -2.37 0.27
O 2.15 0.51 -0.11
N 3.02 1.42 -0.47
C 4.26 1.02 -0.80
C 5.22 1.91 -1.21
C 4.89 3.27 -1.29
C 3.62 3.67 -0.94
C 2.65 2.74 -0.51
S 1.07 3.18 -0.13
H 4.42 -0.04 -0.73
H 6.20 1.56 -1.48
H 5.62 3.99 -1.63
H 3.32 4.70 -1.00
C 1.98 -6.04 1.87
Si 1.83 -5.21 0.17
C 3.49 -5.35 -0.75
C 0.50 -6.12 -0.84
C 1.35 -3.45 0.39
C 1.00 -2.28 0.54
H 2.25 -7.09 1.79
H 1.03 -5.98 2.41
H 2.73 -5.55 2.49
H 3.82 -6.39 -0.82
H 4.27 -4.79 -0.24
H 3.41 -4.95 -1.75
H 0.73 -7.17 -0.96
H 0.41 -5.68 -1.84
H -0.47 -6.04 -0.36
C 4.45 -1.33 2.00
C 3.58 -0.20 2.41
C 3.98 1.10 2.54
C 3.02 2.07 2.90
N 1.77 1.75 3.17
C 1.38 0.47 3.07
S -0.17 -0.02 3.40
N 2.29 -0.49 2.69
C 3.37 3.52 2.99
H 5.45 -1.00 1.77
H 4.01 -1.83 1.14
H 4.50 -2.06 2.81
H 5.00 1.39 2.34
H 1.92 -1.41 2.45
H 4.45 3.67 2.93
H 3.00 3.93 3.93
H 2.89 4.06 2.18
C -0.16 3.04 -3.81
C 0.62 1.86 -4.37
C 2.09 2.02 -4.02
C 0.46 1.81 -5.89
Sb -0.13 0.05 -3.22
C 1.27 -1.60 -3.88
C 1.59 -1.58 -5.37
C 0.68 -2.95 -3.49
C 2.54 -1.41 -3.06
C -2.14 -0.41 -4.18
C -2.45 -1.89 -3.96
C -3.14 0.42 -3.37
C -2.28 -0.07 -5.65
H 0.15 3.97 -4.31
H 0.02 3.17 -2.75
H -1.24 2.92 -3.98
H 2.46 2.99 -4.38
H 2.70 1.24 -4.47
H 2.24 2.00 -2.94
H 1.03 2.64 -6.33
H -0.57 1.94 -6.19
H 0.84 0.88 -6.31
H 0.67 -1.61 -5.97
H 2.18 -2.46 -5.64
H 2.16 -0.70 -5.65
H -0.15 -3.24 -4.14
H 0.34 -2.95 -2.45
H 1.45 -3.72 -3.58
H 3.00 -0.44 -3.24
H 3.27 -2.18 -3.32
H 2.31 -1.49 -1.99
H -2.14 -2.23 -2.98
H -1.95 -2.49 -4.71
H -3.53 -2.07 -4.06
H -3.10 0.14 -2.31
H -4.15 0.26 -3.73
H -2.92 1.49 -3.45
H -1.44 -0.46 -6.24
H -2.34 1.01 -5.80
H -3.20 -0.51 -6.05
*
```

Energy above the lowest of the compared OMol25 structures with the same formula, charge and spin: 24.6 kcal/mol
Largest force on an atom: 1.649 eV/A
Electronic energy: -3568.80570 a.u.
Kohn-Sham gap: 7.72 eV

Atomic partial charges in e from the Löwdin method, atoms 1 to 99: number 1, Ca, carries 0.99; number 2, N, carries -0.14; number 3, C, carries -0.28; number 4, C, carries -0.19; number 5, C, carries -0.27; number 6, N, carries -0.05; number 7, H, carries -0.02; number 8, H, carries 0.06; number 9, H, carries 0.11; number 10, H, carries 0.05; number 11, H, carries 0.10; number 12, H, carries 0.11; number 13, H, carries 0.11; number 14, H, carries 0.07; number 15, H, carries 0.06; number 16, H, carries 0.05; number 17, O, carries -0.42; number 18, N, carries -0.21; number 19, C, carries -0.05; number 20, C, carries -0.06; number 21, C, carries -0.07; number 22, C, carries -0.10; number 23, C, carries -0.74; number 24, S, carries 0.67; number 25, H, carries 0.13; number 26, H, carries 0.10; number 27, H, carries 0.11; number 28, H, carries 0.10; number 29, C, carries -0.19; number 30, Si, carries 0.44; number 31, C, carries -0.19; number 32, C, carries -0.19; number 33, C, carries -0.26; number 34, C, carries -0.28; number 35, H, carries 0.02; number 36, H, carries 0.02; number 37, H, carries 0.02; number 38, H, carries 0.02; number 39, H, carries 0.02; number 40, H, carries 0.01; number 41, H, carries 0.02; number 42, H, carries 0.01; number 43, H, carries 0.02; number 44, C, carries 0.00; number 45, C, carries -0.28; number 46, C, carries 0.02; number 47, C, carries -0.31; number 48, N, carries 0.12; number 49, C, carries -0.87; number 50, S, carries 0.66; number 51, N, carries 0.09; number 52, C, carries -0.02; number 53, H, carries 0.09; number 54, H, carries 0.08; number 55, H, carries 0.10; number 56, H, carries 0.12; number 57, H, carries 0.09; number 58, H, carries 0.08; number 59, H, carries 0.09; number 60, H, carries 0.06; number 61, C, carries -0.14; number 62, C, carries -0.68; number 63, C, carries -0.12; number 64, C, carries -0.11; number 65, Sb, carries 1.61; number 66, C, carries -0.69; number 67, C, carries -0.11; number 68, C, carries -0.14; number 69, C, carries -0.14; number 70, C, carries -0.69; number 71, C, carries -0.13; number 72, C, carries -0.15; number 73, C, carries -0.12; number 74, H, carries 0.09; number 75, H, carries 0.02; number 76, H, carries 0.06; number 77, H, carries 0.09; number 78, H, carries 0.06; number 79, H, carries 0.05; number 80, H, carries 0.09; number 81, H, carries 0.06; number 82, H, carries 0.06; number 83, H, carries 0.07; number 84, H, carries 0.09; number 85, H, carries 0.06; number 86, H, carries 0.06; number 87, H, carries 0.06; number 88, H, carries 0.08; number 89, H, carries 0.05; number 90, H, carries 0.09; number 91, H, carries 0.05; number 92, H, carries 0.05; number 93, H, carries 0.07; number 94, H, carries 0.09; number 95, H, carries 0.04; number 96, H, carries 0.09; number 97, H, carries 0.06; number 98, H, carries 0.07; number 99, H, carries 0.06



2.
Density functional theory data (wB97M-V/def2-TZVPD) for 4 unconnected molecules or ions with the total composition C31H58F17N5O10PS in a non-equilibrium geometry.

```
! wB97M-V def2-TZVPD RIJCOSX def2/J DEFGRID3
* xyz 1 1
N 0.48 2.81 0.90
P 0.18 1.33 0.57
O -1.18 1.11 -0.19
O 1.29 0.61 -0.33
C 0.05 0.48 2.19
C -0.61 -0.93 2.28
C -1.56 -0.89 3.50
C -3.09 -1.12 3.41
F -3.30 -2.44 3.65
F -3.66 -0.41 4.43
C -3.79 -0.78 2.06
F -3.22 0.34 1.54
F -3.52 -1.82 1.23
C -5.35 -0.59 2.10
F -5.81 -0.95 0.89
F -5.84 -1.43 3.03
C -5.80 0.89 2.37
F -4.93 1.48 3.22
F -5.78 1.55 1.20
C -7.23 0.99 2.98
F -7.19 0.54 4.25
F -8.03 0.17 2.26
C -7.82 2.44 2.92
F -6.80 3.34 2.96
F -8.46 2.58 1.75
C -8.78 2.76 4.09
F -8.06 2.77 5.23
F -9.71 1.79 4.15
C -9.51 4.14 4.01
F -8.64 5.12 4.20
F -10.42 4.18 4.95
F -10.09 4.32 2.83
N -1.21 0.40 4.17
C -0.78 1.41 3.09
C -0.06 2.59 3.73
S -0.94 4.15 3.48
O 0.01 5.18 3.17
O -2.12 3.88 2.71
H 1.33 3.18 0.48
H -1.45 1.98 -0.55
H 1.98 0.20 0.22
H 1.09 0.44 2.53
H -1.05 -1.25 1.35
H 0.18 -1.65 2.53
H -1.27 -1.68 4.19
H -1.88 0.73 4.87
H -0.35 0.20 4.70
H -1.71 1.72 2.61
H 0.93 2.73 3.29
H 0.05 2.47 4.82
H -1.37 4.38 4.75
C 7.19 -4.12 1.51
O 7.58 -3.02 2.31
C 8.24 -1.98 1.60
C 7.39 -0.73 1.56
N 6.21 -0.93 0.73
C 5.23 0.15 0.80
C 4.56 0.43 2.14
O 3.68 -0.60 2.58
C 4.30 -1.68 3.27
H 6.85 -4.91 2.19
H 6.37 -3.88 0.83
H 8.02 -4.51 0.93
H 8.50 -2.31 0.59
H 9.17 -1.76 2.13
H 7.99 0.09 1.14
H 7.14 -0.47 2.59
H 5.77 -1.80 0.98
H 4.44 -0.08 0.07
H 5.71 1.07 0.46
H 3.93 1.31 2.00
H 5.29 0.68 2.92
H 5.18 -1.34 3.83
H 4.60 -2.48 2.58
H 3.57 -2.09 3.96
C -0.28 -2.55 -1.65
O -1.15 -3.54 -1.17
C -2.53 -3.26 -1.39
C -3.14 -4.15 -2.45
N -2.61 -3.83 -3.77
C -3.00 -4.75 -4.83
C -2.55 -6.20 -4.73
O -1.15 -6.38 -4.86
C -0.39 -6.24 -3.68
H 0.72 -2.78 -1.28
H -0.24 -2.52 -2.75
H -0.57 -1.55 -1.30
H -2.67 -2.20 -1.65
H -3.05 -3.45 -0.45
H -4.22 -3.99 -2.46
H -2.95 -5.19 -2.16
H -1.60 -3.79 -3.72
H -2.61 -4.35 -5.77
H -4.09 -4.74 -4.91
H -3.00 -6.74 -5.56
H -2.90 -6.68 -3.81
H -0.95 -6.56 -2.80
H -0.06 -5.21 -3.53
H 0.49 -6.86 -3.78
C 0.65 3.96 -3.07
O 1.67 3.01 -2.80
C 1.60 1.83 -3.60
C 2.74 1.76 -4.60
N 2.60 2.77 -5.63
C 3.75 2.90 -6.53
C 5.09 3.32 -5.93
O 5.12 4.66 -5.46
C 4.65 4.85 -4.14
H 0.70 4.72 -2.29
H 0.79 4.45 -4.04
H -0.34 3.49 -3.05
H 0.63 1.78 -4.11
H 1.67 0.98 -2.92
H 2.72 0.78 -5.07
H 3.68 1.85 -4.03
H 2.43 3.67 -5.20
H 3.48 3.63 -7.29
H 3.89 1.94 -7.03
H 5.83 3.28 -6.73
H 5.43 2.64 -5.15
H 4.87 3.99 -3.50
H 3.58 5.06 -4.11
H 5.17 5.72 -3.73
*
```

Largest force on an atom: 2.097 eV/A
Electronic energy: -4679.09167 a.u.
Kohn-Sham gap: 6.71 eV

Atomic partial charges in e from the Löwdin method, atoms 1 to 99: number 1, N, carries -0.10; number 2, P, carries 0.49; number 3, O, carries -0.11; number 4, O, carries -0.11; number 5, C, carries -0.25; number 6, C, carries -0.04; number 7, C, carries -0.10; number 8, C, carries -0.36; number 9, F, carries 0.15; number 10, F, carries 0.12; number 11, C, carries -0.31; number 12, F, carries 0.14; number 13, F, carries 0.15; number 14, C, carries -0.32; number 15, F, carries 0.17; number 16, F, carries 0.17; number 17, C, carries -0.33; number 18, F, carries 0.14; number 19, F, carries 0.18; number 20, C, carries -0.33; number 21, F, carries 0.16; number 22, F, carries 0.17; number 23, C, carries -0.33; number 24, F, carries 0.16; number 25, F, carries 0.18; number 26, C, carries -0.34; number 27, F, carries 0.16; number 28, F, carries 0.17; number 29, C, carries -0.58; number 30, F, carries 0.20; number 31, F, carries 0.21; number 32, F, carries 0.20; number 33, N, carries 0.15; number 34, C, carries -0.27; number 35, C, carries -0.21; number 36, S, carries 0.69; number 37, O, carries -0.31; number 38, O, carries -0.34; number 39, H, carries 0.03; number 40, H, carries 0.11; number 41, H, carries 0.07; number 42, H, carries 0.12; number 43, H, carries 0.12; number 44, H, carries 0.13; number 45, H, carries 0.17; number 46, H, carries 0.19; number 47, H, carries 0.19; number 48, H, carries 0.12; number 49, H, carries 0.09; number 50, H, carries 0.11; number 51, H, carries 0.08; number 52, C, carries -0.11; number 53, O, carries -0.20; number 54, C, carries -0.21; number 55, C, carries -0.21; number 56, N, carries -0.05; number 57, C, carries -0.20; number 58, C, carries -0.22; number 59, O, carries -0.22; number 60, C, carries -0.09; number 61, H, carries 0.09; number 62, H, carries 0.08; number 63, H, carries 0.09; number 64, H, carries 0.13; number 65, H, carries 0.13; number 66, H, carries 0.13; number 67, H, carries 0.11; number 68, H, carries 0.07; number 69, H, carries 0.11; number 70, H, carries 0.13; number 71, H, carries 0.11; number 72, H, carries 0.12; number 73, H, carries 0.09; number 74, H, carries 0.08; number 75, H, carries 0.08; number 76, C, carries -0.12; number 77, O, carries -0.19; number 78, C, carries -0.22; number 79, C, carries -0.21; number 80, N, carries -0.05; number 81, C, carries -0.20; number 82, C, carries -0.23; number 83, O, carries -0.17; number 84, C, carries -0.10; number 85, H, carries 0.09; number 86, H, carries 0.08; number 87, H, carries 0.06; number 88, H, carries 0.12; number 89, H, carries 0.10; number 90, H, carries 0.13; number 91, H, carries 0.11; number 92, H, carries 0.07; number 93, H, carries 0.12; number 94, H, carries 0.12; number 95, H, carries 0.12; number 96, H, carries 0.11; number 97, H, carries 0.09; number 98, H, carries 0.07; number 99, H, carries 0.09